74
Properties=species:S:1:pos:R:3:forces:R:3 method="wB97M-V/def2-TZVPD" lumo_ha=-0.2488 spin_multiplicity=1 charge=+2 gap_ev=6.97 e_tot_ev=-37242.9749
Sr 6.431361 -6.478501 -5.042380 0.80 0.56 0.70
Sr 8.718615 -5.105963 -7.372026 1.02 0.83 0.69
O 8.830352 -6.712882 -5.428777 -0.30 0.26 -1.02
O 13.246478 -2.062968 -7.547633 -1.09 -0.07 -0.38
O 9.961856 -12.759981 -6.613196 -0.38 -0.60 0.92
O 14.595100 -7.960199 -7.914553 -0.22 0.05 -0.18
O 7.473653 -6.246609 -2.723540 -1.03 0.83 -1.63
O 7.548278 -4.261052 -5.492333 -0.31 -0.87 -0.84
N 8.529785 -9.331316 -6.507739 -0.64 0.23 0.71
N 6.403091 -8.724172 -3.822087 0.24 -0.02 -1.15
N 11.239275 -6.640426 -7.275263 0.22 0.65 -0.17
N 11.036573 -3.651679 -7.256694 -0.88 -0.62 -0.42
C 9.240105 -10.491403 -5.874314 1.06 0.81 -0.24
C 6.208350 -9.516648 -1.537829 -0.60 -1.08 -0.01
C 7.360400 -7.444767 -2.004794 1.85 0.32 1.47
C 13.420837 -7.279158 -8.252269 -0.49 -0.57 0.37
C 12.460362 -8.442388 -6.245059 0.77 -0.22 -0.35
C 12.600508 -0.783820 -7.657937 0.24 -0.30 0.60
C 12.623061 -7.089677 -6.946765 0.41 -0.85 -0.77
C 6.228428 -8.310153 -2.447470 0.11 -0.02 1.01
C 15.531248 -8.046946 -8.974109 1.26 -0.22 0.72
C 9.388577 -11.544352 -6.981506 0.58 0.21 -0.23
C 8.582195 -5.388335 -2.483239 0.75 -0.97 1.17
C 11.564083 -4.184146 -4.893901 -0.18 -0.48 0.43
C 8.802081 -11.083639 -4.558612 -0.83 0.96 0.07
C 11.637241 -3.157297 -6.001318 0.15 0.66 -0.70
C 13.080599 -2.689774 -6.288800 0.27 0.28 -0.41
C 11.334250 -13.001259 -6.803064 0.38 0.21 0.02
H 11.555164 -14.065243 -6.708695 -0.59 -0.13 -0.52
H 13.430337 -1.964330 -5.548521 0.03 -0.46 0.50
H 5.299400 -7.729577 -2.369401 -0.03 -0.15 0.16
H 9.355234 -6.029279 -4.993263 -0.35 -0.28 0.40
H 10.702624 -6.783411 -6.421955 -0.22 -0.42 -0.15
H 8.427408 -11.824594 -7.413246 -0.26 0.39 0.13
H 12.812219 -7.945358 -8.886303 -0.08 0.16 -0.28
H 11.360630 -3.084677 -8.038332 0.04 0.20 0.19
H 11.573147 -12.620295 -7.799307 0.63 -0.14 0.11
H 8.351623 -7.925079 -2.049601 -0.28 -0.53 -0.38
H 9.494670 -5.964479 -2.282520 -0.12 -0.33 -0.15
H 5.365517 -10.117184 -1.891846 -0.07 -0.15 0.51
H 11.990840 -12.617797 -6.010436 -0.22 0.78 -0.18
H 10.197963 -10.022859 -5.610927 0.50 -0.81 -0.31
H 11.691713 -8.326842 -5.483461 0.04 -0.40 0.18
H 13.718556 -3.572308 -6.366084 0.17 0.08 0.37
H 13.372011 -8.894705 -5.851488 0.07 0.61 0.39
H 9.509563 -11.880428 -4.342510 -0.46 -0.37 0.02
H 15.164996 -8.414907 -9.933520 -0.47 0.34 0.03
H 7.704557 -3.592087 -4.830005 -0.18 0.39 -0.03
H 8.693676 -8.478507 -5.950382 0.10 -0.71 -0.01
H 11.056427 -2.276006 -5.722114 -0.09 -0.11 0.11
H 13.607657 -6.350471 -8.801049 0.04 0.14 0.14
H 11.647938 -0.717843 -7.122156 -0.02 -0.27 0.07
H 7.326430 -9.134102 -3.897191 0.27 -0.07 -0.20
H 12.208866 -9.203153 -6.993645 -0.66 0.18 0.01
H 7.744721 -11.360062 -4.551768 0.16 -0.65 -0.05
H 6.139962 -9.356029 -0.463424 -0.33 0.38 -0.10
H 7.278451 -7.244782 -0.928571 -0.44 0.19 -0.09
H 7.079247 -10.165328 -1.663324 0.20 0.29 -0.28
H 5.791058 -9.486414 -4.101971 -0.24 0.09 0.26
H 12.373361 -0.601876 -8.703454 0.41 0.17 -0.08
H 11.353564 -4.595353 -7.488680 0.58 0.05 0.31
H 13.181462 -6.378840 -6.337833 -0.41 0.21 0.17
H 10.724879 -4.870494 -5.021519 -0.26 0.23 -0.17
H 16.084494 -7.105649 -9.028720 -0.27 0.13 -0.55
H 9.975420 -11.032007 -7.758326 0.06 -0.30 -0.29
H 12.411868 -4.868527 -4.830262 0.28 0.33 -0.07
H 16.281636 -8.772241 -8.652655 -0.14 -0.06 0.05
H 8.918496 -10.360817 -3.745597 0.16 0.15 0.04
H 11.405312 -3.727340 -3.917616 0.25 0.08 -0.01
H 9.078883 -9.127204 -7.339660 -0.18 -0.23 -0.21
H 8.812136 -4.796830 -3.360889 -0.54 0.34 0.08
H 10.905688 -7.304763 -7.971523 -0.06 -0.20 0.20
H 8.416399 -4.849725 -1.550492 -0.14 0.55 -0.31
H 13.262609 -0.050484 -7.198809 -0.03 0.34 -0.37


77
Properties=species:S:1:pos:R:3:forces:R:3 method="wB97M-V/def2-TZVPD" lumo_ha=0.0018 spin_multiplicity=1 gap_ev=8.67 e_tot_ev=-45440.7453
O -2.960554 -0.746700 -1.164621 -5.21 -8.88 3.60
O 0.259590 0.141607 3.439043 1.37 1.09 1.36
O 1.676207 1.081833 -1.425683 1.80 -0.04 -1.50
O 2.409312 -0.571398 -5.053654 0.72 -0.11 1.04
O -2.234717 3.793643 -1.047977 1.36 -0.73 -0.65
O -0.743923 -0.912502 0.676186 3.87 2.23 -7.08
O -1.778432 0.609945 -1.864018 4.33 2.11 -3.18
O 1.683959 -3.859339 0.391117 -0.05 -0.17 0.56
O -1.425095 -2.820410 0.598319 -2.15 -7.87 0.11
O -2.260970 0.566147 1.415783 -9.53 1.41 -3.85
O 2.525682 4.008191 -2.626456 2.56 -0.05 -2.47
O 1.211706 3.407973 -0.907000 -2.28 -0.48 1.83
O 1.045326 -2.671796 -3.280401 0.04 2.16 -0.63
N -0.300024 -0.080598 7.150062 -0.73 0.63 -0.52
C -0.719709 -0.312051 -1.729849 0.50 0.49 -0.26
C 0.490334 -0.082942 5.912370 0.76 -1.45 0.17
C -0.483770 0.371936 2.253575 2.69 0.65 5.97
C 0.198458 3.567711 -1.924752 -4.72 0.19 0.66
C 0.759476 -3.327109 -0.546182 0.42 -0.20 0.71
C -0.720849 -3.666436 -0.307291 -0.14 0.68 -0.37
C -0.019632 -0.220017 -0.390505 0.00 -0.69 0.50
C 2.093252 1.538858 -2.733850 0.60 -0.05 0.56
C 2.987356 -1.314976 -3.930093 -1.62 -0.85 -0.11
C -0.454404 0.091462 4.675040 0.15 -0.33 -0.15
C 1.904078 -1.552232 -2.803385 0.94 -1.53 -1.74
C 1.252456 -1.436082 5.772647 -0.40 1.14 -1.04
C -3.563671 -0.087334 1.113900 0.10 0.93 -0.29
C -3.876211 -0.076111 -0.387245 -2.44 0.64 1.19
C -1.199931 2.847662 -1.605764 0.32 2.62 0.57
C 3.156166 2.708881 -2.744646 -1.93 0.45 -0.44
H 0.000933 -0.088716 -2.516554 -0.73 0.22 0.23
H -0.792837 -4.722700 -0.048039 -0.02 0.06 0.56
H 1.137158 -3.759212 -1.472869 -0.59 -0.31 0.73
H 0.498509 3.239849 -2.920032 0.30 0.20 0.89
H 1.391873 -0.598308 -2.677790 -0.13 -1.26 -0.10
H -1.522911 -0.390684 0.882330 0.15 0.68 -0.94
H 3.231915 -2.315259 -4.287490 0.43 0.06 0.05
H 1.816920 -1.245405 4.859886 -0.01 -0.63 -0.32
H 3.876994 -0.805196 -3.560280 -0.14 0.14 -0.19
H -3.451467 -1.091207 1.523474 -0.38 -0.22 -0.10
H -3.008748 3.683017 -1.604971 0.01 0.13 -0.04
H 1.073293 1.761220 -1.114988 0.65 -0.01 0.17
H 0.951278 -2.255154 -0.593387 -0.51 -0.57 -0.21
H 0.221456 -0.104338 8.014697 0.61 -0.40 -0.24
H 1.291353 0.656290 5.913964 -0.23 0.59 -0.20
H -1.132687 0.932203 4.820594 0.29 0.89 -0.06
H -3.940248 0.941123 -0.773538 0.14 0.29 0.28
H 1.965793 -1.174605 -5.654518 -0.01 -0.24 0.22
H -0.005695 4.635921 -1.997955 -0.16 0.07 -0.17
H 1.142190 1.763593 -3.216632 0.55 0.37 -0.67
H 1.862817 3.977674 -1.932719 2.22 0.58 -0.17
H 1.670607 -3.302716 1.173167 -0.05 -0.04 0.22
H -3.034592 -1.636365 -0.811620 0.53 -1.10 -0.23
H -1.340141 -1.879987 0.425152 0.63 -0.52 -1.27
H -4.826979 -0.527534 -0.670702 -0.59 0.18 0.93
H -0.760102 0.816641 7.208231 -0.43 0.19 -0.01
H -1.159934 1.225999 2.292081 3.39 1.26 2.35
H 3.945074 2.606953 -1.999438 -0.17 -0.41 0.25
H 3.625532 2.699293 -3.728363 0.04 -0.01 -0.03
H -2.331291 1.126713 2.191942 -1.38 -0.29 -0.16
H 2.323124 -1.848757 -1.841834 0.46 0.19 -0.23
H 0.151859 0.632098 1.407176 0.51 -0.08 1.61
H 2.020065 -1.691479 6.503163 -0.47 0.22 0.49
H 0.231933 0.806003 -0.121999 -1.10 -0.35 0.35
H -0.929690 -1.374453 -1.853531 -0.68 -0.01 -0.42
H -1.182878 -0.719173 4.657796 0.13 -0.74 0.04
H -2.570587 0.249760 -1.458602 2.64 2.48 -1.89
H 2.419446 0.668369 -3.303005 0.51 0.75 0.42
H 0.510334 -2.220029 5.621699 0.30 -0.24 0.10
H 0.981512 -0.650388 -0.366177 -0.43 -0.02 -0.25
H 0.890102 3.791878 -0.087990 -0.21 0.23 0.16
H -1.194608 -3.616105 -1.287658 -0.11 0.08 -0.44
H -1.046335 -0.547558 2.091912 1.48 1.40 3.79
H 1.192096 -3.497696 -2.813553 0.41 0.51 -0.29
H -1.574808 2.369590 -2.510762 0.12 0.88 0.02
H -4.340832 0.476388 1.629979 -0.07 -0.27 0.05
H -1.188263 2.004631 -0.914921 0.78 1.10 0.13